# 1
{
  "formula": "C5H7ClO4S",
  "method": "ωB97M-V/def2-TZVPD",
  "symbols": ["C", "C", "C", "C", "C", "O", "O", "O", "O", "S", "Cl", "H", "H", "H", "H", "H", "H", "H"],
  "positions_angstrom": [[2.17, 0.31, -0.32], [1.64, 1.13, 0.90], [-0.57, -1.62, 0.14], [-1.50, 0.48, -0.90], [-0.01, 0.35, -0.42], [-2.64, -0.32, 1.43], [-3.14, -1.68, -0.57], [1.08, 0.33, -1.20], [0.13, 0.93, 0.80], [-2.20, -0.83, 0.15], [-2.14, 2.00, -0.33], [3.05, 0.77, -0.82], [2.35, -0.71, -0.03], [1.96, 0.67, 1.92], [1.90, 2.23, 0.86], [-0.45, -2.35, -0.67], [-0.12, -2.07, 1.02], [-1.52, 0.38, -1.96]],
  "total_charge": 0,
  "spin_multiplicity": 1,
  "e_homo_ev": -9.0,
  "lumo_energy_ev": 0.44
}

# 2
{
  "formula": "C5H11NO",
  "method": "ωB97M-V/def2-TZVPD",
  "symbols": ["C", "C", "N", "C", "C", "C", "O", "H", "H", "H", "H", "H", "H", "H", "H", "H", "H", "H"],
  "positions_angstrom": [[-1.84, -0.93, -0.43], [-1.54, 0.23, 0.49], [-0.09, 0.51, 0.61], [0.46, 0.54, 1.82], [0.59, 0.70, -0.53], [2.02, 0.29, -0.67], [2.18, -0.54, -1.82], [-2.92, -1.10, -0.49], [-1.37, -1.85, -0.07], [-1.47, -0.74, -1.45], [-2.02, 1.15, 0.14], [-1.90, 0.04, 1.51], [1.42, 1.02, 1.95], [-0.06, 0.09, 2.65], [0.02, 0.94, -1.42], [2.73, 1.11, -0.81], [2.31, -0.24, 0.26], [1.49, -1.21, -1.74]],
  "total_charge": 0,
  "spin_multiplicity": 1,
  "e_homo_ev": -6.8,
  "lumo_energy_ev": 0.89
}

# 3
{
  "formula": "C2H3NOS2",
  "method": "ωB97M-V/def2-TZVPD",
  "symbols": ["O", "N", "C", "C", "S", "S", "H", "H", "H"],
  "positions_angstrom": [[1.44, 0.55, -1.04], [0.91, 1.48, -0.18], [-0.17, 0.92, 0.38], [-0.80, -0.43, 0.25], [-2.21, -0.60, 0.96], [-0.01, -1.73, -0.43], [2.32, 0.91, -1.11], [-0.64, 1.53, 1.16], [-0.84, -2.62, 0.00]],
  "total_charge": 0,
  "spin_multiplicity": 1,
  "e_homo_ev": -9.0,
  "smiles": "O/N=C\\C(=S)S",
  "lumo_energy_ev": -0.98
}

# 4
{
  "formula": "C2H4N2O2",
  "method": "ωB97M-V/def2-TZVPD",
  "symbols": ["C", "N", "C", "H", "H", "H", "O", "N", "O", "H"],
  "positions_angstrom": [[-1.87, 0.07, 0.60], [-1.02, -0.56, -0.13], [-1.00, 0.90, -0.17], [-2.59, 0.17, 1.41], [-1.30, 1.17, -1.14], [-0.23, 1.37, 0.45], [2.26, 0.50, -0.52], [2.75, -0.63, -0.43], [1.99, -1.58, 0.00], [1.02, -1.42, -0.06]],
  "total_charge": 0,
  "spin_multiplicity": 1,
  "e_homo_ev": -10.3,
  "smiles": "C1=NC1.O=NO",
  "lumo_energy_ev": 0.50
}

# 5
{
  "formula": "C10H17N4",
  "method": "ωB97M-V/def2-TZVPD",
  "symbols": ["C", "C", "C", "C", "C", "C", "C", "C", "N", "N", "C", "C", "N", "N", "H", "H", "H", "H", "H", "H", "H", "H", "H", "H", "H", "H", "H", "H", "H", "H", "H"],
  "positions_angstrom": [[-0.09, 0.02, 2.48], [0.13, -0.53, 1.09], [0.13, 0.91, 0.03], [0.89, 1.95, 0.60], [0.66, 3.23, 0.10], [-0.07, 3.42, -1.11], [-0.80, 2.43, -1.70], [-0.66, 1.18, -1.10], [-1.52, 0.03, -1.68], [1.47, -1.13, 0.83], [1.50, -1.85, -0.49], [0.36, -2.84, -0.45], [-0.90, -2.19, -0.31], [-0.99, -1.32, 0.88], [-0.82, 0.84, 2.56], [0.86, 0.33, 2.92], [-0.47, -0.83, 3.06], [1.40, 1.62, 1.47], [1.07, 4.15, 0.52], [-0.19, 4.49, -1.46], [-1.49, 2.71, -2.46], [-1.26, -0.09, -2.64], [-2.42, 0.35, -1.52], [-1.18, -0.98, -1.28], [2.27, -0.52, 1.05], [2.44, -2.34, -0.60], [1.56, -1.25, -1.44], [0.19, -3.51, -1.22], [0.69, -3.52, 0.32], [-1.62, -2.81, -0.19], [-1.12, -1.96, 1.73]],
  "total_charge": 1,
  "spin_multiplicity": 1,
  "e_homo_ev": -12.2,
  "smiles": "C[C@@]1(c2ccccc2[NH3+])NCCNN1",
  "lumo_energy_ev": -2.57
}

# 6
{
  "formula": "C16H17ClF10N3OSSbTi",
  "method": "ωB97M-V/def2-TZVPD",
  "symbols": ["Ti", "C", "N", "C", "C", "C", "N", "C", "C", "F", "C", "F", "C", "C", "F", "C", "F", "H", "H", "H", "H", "H", "H", "H", "H", "H", "H", "H", "O", "N", "C", "C", "C", "C", "C", "S", "H", "H", "H", "H", "F", "Sb", "F", "F", "F", "F", "F", "Cl", "C", "H", "H"],
  "positions_angstrom": [[-0.86, 1.34, -0.98], [3.40, 0.10, 1.42], [2.03, -0.33, 1.36], [1.91, -1.76, 1.52], [1.23, 0.42, 2.31], [-0.24, 0.00, 2.40], [-0.87, -0.20, 1.11], [-2.00, -0.89, 1.13], [-2.45, -1.48, -0.08], [-1.67, -1.26, -1.17], [-3.57, -2.25, -0.21], [-3.90, -2.80, -1.41], [-4.37, -2.55, 0.89], [-3.98, -1.99, 2.09], [-4.74, -2.26, 3.19], [-2.85, -1.21, 2.23], [-2.63, -0.69, 3.48], [3.86, -0.08, 2.42], [3.46, 1.17, 1.20], [3.99, -0.43, 0.67], [2.25, -2.11, 2.51], [2.50, -2.25, 0.75], [0.87, -2.04, 1.37], [1.30, 1.47, 2.01], [1.66, 0.32, 3.33], [-0.76, 0.74, 3.01], [-0.28, -0.95, 2.96], [-5.26, -3.14, 0.80], [0.90, 1.15, -0.90], [1.84, 0.38, -1.45], [1.56, -0.91, -1.78], [2.51, -1.73, -2.31], [3.81, -1.26, -2.52], [4.08, 0.06, -2.17], [3.10, 0.89, -1.64], [3.42, 2.50, -1.19], [0.53, -1.21, -1.62], [2.24, -2.75, -2.56], [4.59, -1.89, -2.94], [5.07, 0.48, -2.30], [-0.89, 0.58, -2.61], [-3.27, 2.35, -3.29], [-2.59, 1.23, -0.60], [-0.92, 2.93, -1.78], [-4.10, 4.36, -3.23], [-2.11, 3.32, -4.68], [-4.94, 2.14, -4.58], [0.68, 3.56, 0.63], [-0.88, 2.86, 0.84], [-1.65, 3.55, 0.51], [-1.00, 2.53, 1.87]],
  "total_charge": -2,
  "spin_multiplicity": 1,
  "e_homo_ev": -1.5,
  "lumo_energy_ev": 4.20
}